No. 1
Here is a gas-phase ion, C4H7O2 (charge +1) from OMol25. Energies are from ωB97M-V with the def2-TZVPD basis set.

Positions of all 13 atoms, in Å:
C (-2.81222, -0.90943, -0.15646)
C (-0.07315, 1.27456, -0.24585)
C (-2.07795, 0.14073, 0.09364)
C (1.61035, -0.24188, 0.08488)
O (0.38493, 0.10290, -0.54353)
O (-1.41652, 1.03998, 0.59557)
H (-3.69440, -0.97407, -0.82425)
H (-2.76255, -1.85468, 0.40922)
H (0.60959, 1.71101, 0.57373)
H (-0.41739, 1.86134, -1.11715)
H (1.61990, -1.33947, -0.00731)
H (1.47829, 0.07679, 1.15294)
H (2.43370, 0.18190, -0.52440)

The gap between HOMO and LUMO comes out at 10.281 eV. Its total charge is +1. For the energy above the lowest of the compared OMol25 structures with the same formula, charge and spin, the calculation gives 265.04 kJ/mol. The value obtained for the HOMO energy is -0.576 Ha.

So, what does the Löwdin scheme give us? The charges, in e, come out as:
1. C 0.165
2. C -0.113
3. C -0.047
4. C -0.009
5. O -0.128
6. O 0.171
7. H 0.127
8. H 0.130
9. H 0.175
10. H 0.171
11. H 0.114
12. H 0.122
13. H 0.123

=====

No. 2
Here is a molecular structure, C6H15Br3OPS from OMol25. Energies are from ωB97M-V with the def2-TZVPD basis set.

Positions of all 27 atoms, in Å:
C (-0.10469, -0.08542, 2.23472)
C (-0.31156, 1.42627, 2.23473)
C (0.01150, 2.15886, 0.92442)
S (-1.16601, 1.87439, -0.44426)
O (-2.28733, 0.86531, 0.14858)
P (-0.39514, 0.59106, -2.02092)
C (0.25466, 2.02474, -2.97884)
C (1.14560, -0.13829, -1.35372)
H (-0.22313, -0.48669, 3.24253)
H (-0.83457, -0.59185, 1.59799)
H (0.89762, -0.36262, 1.90416)
H (-1.33631, 1.66526, 2.53467)
H (0.32916, 1.89578, 2.98868)
H (-0.02944, 3.24292, 1.05155)
H (1.00116, 1.89774, 0.53898)
H (-3.00775, 1.36458, 0.55443)
H (-0.53947, 2.40220, -3.62495)
H (1.06672, 1.64114, -3.59927)
H (0.64557, 2.85220, -2.38058)
H (1.96390, 0.10317, -2.03627)
H (1.01475, -1.22104, -1.30589)
H (1.41739, 0.20585, -0.36202)
C (0.09207, -4.67703, -0.09917)
Br (-0.39177, -6.42248, 0.50411)
Br (-1.14292, -3.33961, 0.54644)
Br (1.89758, -4.21729, 0.37793)
H (0.03244, -4.66914, -1.17803)

The gap between HOMO and LUMO comes out at 8.555 eV. Its total charge is +1. The value obtained for the HOMO energy is -0.462 Ha.

So, what does the Löwdin scheme give us? The charges, in e, come out as:
1. C -0.106
2. C -0.267
3. C -0.351
4. S 0.911
5. O -0.370
6. P 0.817
7. C -0.333
8. C -0.290
9. H 0.090
10. H 0.017
11. H 0.077
12. H 0.109
13. H 0.125
14. H 0.092
15. H 0.079
16. H 0.090
17. H 0.045
18. H 0.051
19. H 0.044
20. H 0.056
21. H 0.022
22. H 0.015
23. C -1.656
24. Br 0.619
25. Br 0.571
26. Br 0.572
27. H -0.029

=====

No. 3
Here is a molecular structure, C5H7NO from OMol25. Energies are from ωB97M-V with the def2-TZVPD basis set.

Positions of all 14 atoms, in Å:
O (1.80877, -0.62984, -0.90339)
C (1.18844, -0.17128, 0.26292)
C (0.43677, 1.14025, 0.27413)
C (-0.95580, 0.86417, -0.17995)
C (-1.08886, -0.61757, -0.48428)
C (-0.16176, -0.76192, 0.72460)
N (-0.57661, 0.62723, 1.23623)
H (1.20279, -0.46776, -1.63782)
H (1.93192, -0.22113, 1.06144)
H (0.83292, 2.14912, 0.34902)
H (-1.63559, 1.66793, -0.44772)
H (-0.73480, -1.01572, -1.44422)
H (-2.09921, -0.98460, -0.29519)
H (-0.21663, -1.61663, 1.39963)

The gap between HOMO and LUMO comes out at 10.658 eV. For the energy above the lowest of the compared OMol25 structures with the same formula, charge and spin, the calculation gives 279.91 kJ/mol. The value obtained for the HOMO energy is -0.359 Ha.

So, what does the Löwdin scheme give us? The charges, in e, come out as:
1. O -0.001
2. C -0.309
3. C -0.165
4. C -0.206
5. C -0.078
6. C -0.185
7. N 0.081
8. H 0.085
9. H 0.155
10. H 0.137
11. H 0.133
12. H 0.102
13. H 0.114
14. H 0.139

=====

No. 4
Here is a single C4H9N3O molecule from OMol25. Energies are from ωB97M-V with the def2-TZVPD basis set.

Positions of all 17 atoms, in Å:
C (1.02546, -1.22439, -0.90877)
N (0.90226, 0.17026, -0.52590)
C (-0.38934, 1.02234, -0.04091)
C (-0.71212, -0.11119, 0.86568)
N (2.10303, 0.69002, 0.02276)
N (-1.55988, 0.81573, -0.89300)
C (-1.44580, -0.82291, 1.66575)
O (-0.18081, 2.10392, 0.59011)
H (2.14925, 1.67083, -0.23830)
H (2.01436, 0.70563, 1.04491)
H (-2.19462, 1.60202, -0.83000)
H (-1.41217, 0.39523, -1.80325)
H (0.11768, -1.55720, -1.41621)
H (1.19791, -1.87627, -0.03829)
H (1.89174, -1.34393, -1.55995)
H (-2.43157, -1.18852, 1.40411)
H (-1.07538, -1.05158, 2.66124)

The gap between HOMO and LUMO (alpha / beta) comes out at 6.501 / 6.505 eV. For the energy above the lowest of the compared OMol25 structures with the same formula, charge and spin, the calculation gives 722.92 kJ/mol. The value obtained for the HOMO energy (alpha / beta) is -0.282 / -0.282 Ha.

So, what does the Löwdin scheme give us? The charges, in e, come out as:
1. C -0.120
2. N -0.230
3. C -0.778
4. C 0.151
5. N 0.030
6. N 0.177
7. C 0.080
8. O -0.055
9. H 0.075
10. H 0.076
11. H 0.106
12. H 0.093
13. H 0.074
14. H 0.070
15. H 0.076
16. H 0.090
17. H 0.086

=====

No. 5
Here is a molecular structure, C14H8ClF3N4O3PdS2 from OMol25. Energies are from ωB97M-V with the def2-TZVPD basis set.

Positions of all 36 atoms, in Å:
Pd (-0.36158, -0.39285, -0.17516)
S (-4.84357, 3.56090, -4.47626)
N (-3.84444, 4.03795, -3.30895)
C (-3.26284, 2.94237, -2.84407)
C (-2.28619, 2.91074, -1.76685)
C (-1.80550, 4.00637, -1.04311)
C (-0.89349, 3.79182, -0.02829)
C (-0.45475, 2.50089, 0.25439)
N (-0.90249, 1.45862, -0.44261)
C (-1.80299, 1.65368, -1.43634)
C (-2.22425, 0.45649, -2.10404)
N (-1.62446, -0.67505, -1.65926)
C (-1.95298, -1.84616, -2.19315)
C (-2.89301, -1.92501, -3.22037)
C (-3.50284, -0.78000, -3.69062)
C (-3.16282, 0.45371, -3.12238)
C (-3.68955, 1.75780, -3.49404)
N (-4.58754, 1.97361, -4.44334)
H (-2.15489, 5.00231, -1.28394)
H (-0.50358, 4.61302, 0.55571)
H (0.25694, 2.30321, 1.04530)
H (-1.45911, -2.72560, -1.80083)
H (-3.13374, -2.89497, -3.63101)
H (-4.23728, -0.81965, -4.48486)
F (-1.34402, -1.58344, 3.83385)
C (-0.13649, -1.46631, 3.36686)
F (0.15846, -0.22501, 3.04015)
F (0.75335, -2.00295, 4.14714)
S (-0.34787, -2.60783, 1.78711)
O (-0.40171, -3.93209, 2.27171)
O (-1.49322, -2.03042, 1.12050)
O (0.70999, -2.46103, 0.52915)
Cl (2.01614, -0.17210, 0.67724)
C (2.03515, -2.01683, 0.75912)
H (2.42315, -2.29802, 1.73442)
H (2.66026, -2.34729, -0.06163)

The gap between HOMO and LUMO comes out at 6.726 eV. Its total charge is +2. For the energy above the lowest of the compared OMol25 structures with the same formula, charge and spin, the calculation gives 74.59 kJ/mol. The value obtained for the HOMO energy is -0.567 Ha.

So, what does the Löwdin scheme give us? The charges, in e, come out as:
1. Pd 0.944
2. S 1.131
3. N -0.183
4. C -0.293
5. C -0.045
6. C 0.077
7. C 0.018
8. C -0.058
9. N -0.032
10. C -0.120
11. C -0.123
12. N -0.018
13. C -0.042
14. C 0.022
15. C 0.077
16. C -0.046
17. C -0.292
18. N -0.183
19. H 0.145
20. H 0.135
21. H 0.117
22. H 0.135
23. H 0.135
24. H 0.145
25. F 0.226
26. C -0.665
27. F 0.142
28. F 0.226
29. S 0.749
30. O -0.154
31. O -0.316
32. O -0.348
33. Cl 0.698
34. C -0.432
35. H 0.112
36. H 0.114

=====

No. 6
Here is a single C6H10Br2OS molecule from OMol25. Energies are from ωB97M-V with the def2-TZVPD basis set.

Positions of all 20 atoms, in Å:
C (-2.39846, 1.44758, -1.35004)
C (-1.49167, 1.39728, -0.14361)
C (-0.66100, 0.14116, -0.28037)
O (-0.86868, -0.77623, -1.06000)
C (0.60521, 0.19703, 0.59652)
Br (1.97869, 1.22063, -0.43204)
Br (0.29633, 1.19190, 2.42758)
C (1.17768, -1.20496, 1.06385)
C (1.37912, -2.07672, -0.11008)
S (2.67440, -0.97264, 2.15898)
H (-1.71455, 1.91590, -2.14159)
H (-3.06978, 2.20346, -1.49498)
H (-2.63236, 0.43455, -1.72783)
H (-2.03724, 1.23333, 0.88342)
H (-0.97507, 2.26280, 0.00696)
H (0.25176, -1.57832, 1.67747)
H (1.87351, -3.00064, 0.15780)
H (1.89070, -1.58768, -0.99936)
H (0.38522, -2.33290, -0.57107)
H (3.33618, -0.11554, 1.33840)

The gap between HOMO and LUMO comes out at 8.832 eV. Its SMILES is CCC(=O)C(Br)(Br)[C@@H](C)S. For the energy above the lowest of the compared OMol25 structures with the same formula, charge and spin, the calculation gives 122.30 kJ/mol. The value obtained for the HOMO energy is -0.334 Ha.

So, what does the Löwdin scheme give us? The charges, in e, come out as:
1. C -0.082
2. C -0.244
3. C -0.479
4. O 0.078
5. C -0.943
6. Br 0.729
7. Br 0.611
8. C -0.785
9. C -0.179
10. S 0.661
11. H 0.110
12. H 0.035
13. H 0.088
14. H 0.135
15. H 0.055
16. H 0.140
17. H 0.071
18. H 0.089
19. H 0.084
20. H -0.173

=====

Results for max |F|: 0.054 0.008 0.010 0.078 0.042 0.098 (in hartree/bohr, following the order of the records).